No. 1
Entry from the OMol25 dataset: the ion C11H19N3O with charge +2 in a non-equilibrium geometry (the ωB97M-V functional and the def2-TZVPD basis).

Each line ends with the natural charge from an NBO analysis.
Positions of all 34 atoms, in Å:
C1 2.462 0.594 -0.190  0.557
C2 0.531 2.692 -0.122  -0.413
C3 0.892 1.800 2.136  -0.404
C4 -1.431 -0.787 -1.584  -0.275
C5 -1.469 -1.522 0.634  -0.283
C6 -2.036 -2.128 -1.978  -0.112
C7 -1.901 -2.939 0.092  -0.077
C8 -0.496 1.621 0.075  -0.257
C9 -0.229 0.944 1.421  -0.259
C10 1.605 2.461 1.005  -0.044
C11 0.020 0.195 0.149  0.341
N1 2.728 1.660 0.467  -0.573
N2 3.229 -0.370 -0.590  -0.775
N3 -0.615 -0.943 -0.339  -0.446
O1 -2.797 -2.611 -0.917  -0.481
H1 1.072 2.685 -1.016  0.244
H2 -0.002 3.681 -0.041  0.276
H3 0.519 2.508 2.852  0.273
H4 1.538 1.217 2.753  0.247
H5 -1.006 -0.567 -2.496  0.259
H6 -2.233 -0.096 -1.397  0.239
H7 -2.371 -0.966 0.747  0.251
H8 -1.097 -1.694 1.623  0.259
H9 -2.818 -1.950 -2.754  0.264
H10 -1.274 -2.847 -2.410  0.198
H11 -1.107 -3.450 -0.412  0.172
H12 -2.437 -3.607 0.781  0.258
H13 -1.435 1.685 -0.489  0.266
H14 -0.920 0.630 2.195  0.282
H15 2.127 3.315 1.333  0.254
H16 3.661 1.797 0.843  0.432
H17 2.957 -1.009 -1.263  0.424
H18 4.321 -0.307 -0.499  0.435
H19 0.011 -1.691 -0.610  0.467

net charge: +2
highest occupied orbital energy (alpha / beta): -0.6211 / -0.6211 Eh
LUMO energy (alpha / beta): -8.859 / -8.859 eV
F_max: 6.32 eV/Å
Kohn-Sham gap (alpha / beta): 8.042 / 8.041 eV
relative energy (zero: lowest compared OMol25 entry of this formula, charge and spin): 132.7 kcal/mol
spin multiplicity: 1
E: -18211.1573 eV



No. 2
Entry from the OMol25 dataset: the molecule C11H19N3O3 in a non-equilibrium geometry (the ωB97M-V functional and the def2-TZVPD basis).

Each line ends with the natural charge from an NBO analysis.
Positions of all 36 atoms, in Å:
O1 -0.487 0.500 -3.973  -0.653
O2 1.594 -0.112 -0.062  -0.672
O3 -0.320 -1.512 3.779  -0.595
C1 0.658 0.734 -3.571  0.680
C2 0.389 -0.026 -0.260  0.705
C3 0.190 -1.106 2.826  0.692
N1 1.076 -0.024 2.786  -0.651
N2 0.851 1.058 -2.313  -0.595
N3 -0.414 -0.895 0.311  -0.424
C4 1.892 0.916 -4.477  -0.707
C5 1.307 1.014 3.811  -0.415
C6 -1.815 -1.072 -0.059  -0.219
C7 -2.496 -1.840 1.023  -0.428
C8 -0.282 2.596 -0.882  -0.596
C9 -1.376 -2.731 1.436  -0.397
C10 -0.118 1.106 -1.275  -0.149
C11 -0.076 -1.831 1.425  -0.133
H1 1.557 0.107 1.935  0.413
H2 1.712 1.513 -2.047  0.396
H3 2.795 0.399 -4.104  0.226
H4 1.596 0.473 -5.387  0.239
H5 2.143 2.001 -4.558  0.229
H6 0.913 1.995 3.484  0.198
H7 2.395 0.923 4.035  0.205
H8 0.838 0.700 4.680  0.216
H9 -2.083 -1.534 -1.013  0.211
H10 -2.231 -0.060 -0.059  0.199
H11 -3.213 -2.580 0.586  0.215
H12 -3.059 -1.226 1.653  0.221
H13 -0.910 2.693 -0.040  0.213
H14 0.754 2.885 -0.543  0.199
H15 -0.615 3.164 -1.781  0.232
H16 -1.493 -3.083 2.455  0.253
H17 -1.274 -3.575 0.649  0.212
H18 -1.105 0.962 -1.765  0.252
H19 0.705 -2.534 1.292  0.229

net charge: 0
highest occupied orbital energy: -0.3426 Eh
LUMO energy: 0.611 eV
F_max: 5.85 eV/Å
Kohn-Sham gap: 9.933 eV
relative energy (zero: lowest compared OMol25 entry of this formula, charge and spin): 29.8 kcal/mol
structure (SMILES): CNC(=O)[C@H]1CCCN1C(=O)[C@@H](C)NC(C)=O
spin multiplicity: 1
E: -22327.6494 eV



No. 3
Entry from the OMol25 dataset: the molecule C11H19N3O4 in a non-equilibrium geometry (the ωB97M-V functional and the def2-TZVPD basis).

Each line ends with the natural charge from an NBO analysis.
Positions of all 37 atoms, in Å:
O1 -0.756 2.634 -1.676  -0.657
O2 -1.006 -1.861 3.001  -0.646
O3 0.377 -0.421 -1.559  -0.647
O4 -3.122 -2.243 -0.516  -0.742
C1 0.483 2.813 -1.867  0.687
C2 -1.501 -2.280 1.922  0.658
C3 0.348 0.025 -0.400  0.689
N1 -2.206 -3.431 1.905  -0.590
N2 -0.303 -0.510 0.634  -0.608
N3 1.407 2.221 -1.153  -0.419
C4 0.902 3.679 -3.103  -0.709
C5 -2.651 -4.167 3.090  -0.411
C6 2.868 2.235 -1.374  -0.203
C7 3.388 1.579 -0.086  -0.420
C8 -2.487 -1.125 0.007  -0.059
C9 2.293 0.763 0.717  -0.389
C10 -1.174 -1.646 0.591  -0.167
C11 1.058 1.340 -0.097  -0.122
H1 -3.129 -2.178 -1.483  0.487
H2 -2.519 -3.844 1.075  0.410
H3 -0.445 0.147 1.465  0.419
H4 -0.051 4.338 -3.424  0.249
H5 1.642 4.459 -2.688  0.212
H6 1.277 3.172 -3.975  0.235
H7 -3.632 -3.973 3.451  0.199
H8 -1.977 -3.993 3.882  0.227
H9 -2.570 -5.263 2.819  0.197
H10 3.322 3.234 -1.660  0.205
H11 3.085 1.768 -2.245  0.194
H12 4.250 0.940 -0.362  0.222
H13 3.756 2.404 0.530  0.212
H14 -2.427 -0.490 -0.889  0.199
H15 -2.934 -0.527 0.796  0.173
H16 2.451 0.842 1.754  0.231
H17 2.265 -0.327 0.514  0.217
H18 -0.753 -2.314 -0.148  0.243
H19 0.471 2.001 0.551  0.224

net charge: 0
highest occupied orbital energy: -0.3360 Eh
LUMO energy: 0.706 eV
F_max: 5.07 eV/Å
Kohn-Sham gap: 9.850 eV
relative energy (zero: lowest compared OMol25 entry of this formula, charge and spin): 10.6 kcal/mol
structure (SMILES): CNC(=O)[C@@H](CO)NC(=O)[C@H]1CCCN1C(C)=O
spin multiplicity: 1
E: -24374.3516 eV



No. 4
Entry from the OMol25 dataset: a structure of composition C11H19N3OS (the ωB97M-V functional and the def2-TZVPD basis).

Each line ends with the natural charge from an NBO analysis.
Positions of all 35 atoms, in Å:
C1 -5.045 -1.637 0.588  -0.607
C2 -4.086 -1.934 -0.558  -0.388
C3 -3.149 -0.769 -0.877  -0.387
C4 -2.126 -0.494 0.223  -0.391
C5 -1.165 0.628 -0.164  -0.394
C6 -0.140 0.899 0.936  -0.396
C7 0.739 2.122 0.664  -0.396
C8 1.625 1.995 -0.579  -0.230
N1 2.551 0.894 -0.483  -0.598
C9 3.867 1.060 -0.252  0.635
O1 4.430 2.135 -0.176  -0.609
C10 4.599 -0.227 -0.112  0.030
N2 3.987 -1.399 -0.146  -0.615
S1 5.082 -2.575 0.045  0.890
N3 6.378 -1.609 0.179  -0.594
C11 5.994 -0.361 0.080  -0.004
H1 6.702 0.444 0.142  0.233
H2 2.192 -0.049 -0.489  0.414
H3 2.229 2.899 -0.688  0.237
H4 1.010 1.869 -1.475  0.194
H5 0.105 3.001 0.539  0.204
H6 1.384 2.293 1.529  0.210
H7 0.488 0.016 1.076  0.192
H8 -0.672 1.067 1.875  0.206
H9 -0.658 0.354 -1.091  0.189
H10 -1.737 1.540 -0.355  0.196
H11 -1.557 -1.406 0.421  0.193
H12 -2.641 -0.217 1.144  0.195
H13 -2.614 -0.993 -1.804  0.197
H14 -3.743 0.132 -1.051  0.192
H15 -4.669 -2.166 -1.453  0.199
H16 -3.491 -2.818 -0.314  0.193
H17 -5.620 -0.737 0.379  0.200
H18 -4.508 -1.494 1.522  0.200
H19 -5.740 -2.463 0.722  0.210

net charge: 0
highest occupied orbital energy: -0.3599 Eh
LUMO energy: -0.026 eV
F_max: 0.90 eV/Å
Kohn-Sham gap: 9.768 eV
relative energy (zero: lowest compared OMol25 entry of this formula, charge and spin): 0.9 kcal/mol
spin multiplicity: 1
E: -29069.0962 eV